Entry 1:
Here is a 4-piece molecular cluster, C9H7ClN3O2 overall in a non-equilibrium geometry from the OMol25 dataset. Energies are from ωB97M-V/def2-TZVPD.

```
! wB97M-V def2-TZVPD RIJCOSX def2/J DEFGRID3
* xyz -1 1
C -3.056 0.955 -2.924
C -2.685 -0.209 -3.591
C -3.017 0.689 -1.541
C 0.963 -1.409 2.525
C 1.333 -0.845 1.310
C -0.339 -1.706 2.732
C 4.713 2.783 0.845
C 0.413 -0.585 0.305
C -0.841 -0.991 0.645
N -2.381 -1.129 -2.582
N -1.248 -1.509 1.752
N -2.675 -0.604 -1.388
O 4.881 2.441 -0.220
O 4.628 3.266 1.900
Cl 4.383 0.198 1.575
H -3.407 1.999 -3.304
H -2.475 -0.384 -4.612
H -2.938 1.393 -0.780
H 1.755 -1.569 3.263
H 2.464 -0.628 1.198
H -0.832 -2.134 3.535
H 0.363 -0.020 -0.644
*
```

**Strongest force on any atom**: 4.5 eV Å⁻¹
**HOMO-LUMO gap (alpha / beta)**: 6.2 / 5.4 eV
**ΔE to the lowest compared entry with this formula, charge and spin**: 355.7 kJ/mol
**Electronic energy**: -1122.01579 Ha

Entry 2:
Here is an isolated ion of composition C3H3N2O and charge +1 in a non-equilibrium geometry from the OMol25 dataset. Energies are from ωB97M-V/def2-TZVPD.

```
! wB97M-V def2-TZVPD RIJCOSX def2/J DEFGRID3
* xyz 1 1
C -0.180 1.229 0.514
C 0.732 -0.887 0.114
C -1.274 1.263 -0.349
N 0.731 0.330 0.558
N 0.880 -1.511 -0.930
O -2.221 1.275 -0.954
H -0.208 2.230 1.188
H 0.598 -1.485 1.082
H 0.942 -2.444 -1.223
*
```

**Strongest force on any atom**: 6.1 eV Å⁻¹
**HOMO-LUMO gap (alpha / beta)**: 7.0 / 6.9 eV
**ΔE to the lowest compared entry with this formula, charge and spin**: 340.9 kJ/mol
**Electronic energy**: -300.43955 Ha

Entry 3:
Here is a 5-piece molecular cluster, C18H17Cl16NO4 overall in a non-equilibrium geometry from the OMol25 dataset. Energies are from ωB97M-V/def2-TZVPD.

```
! wB97M-V def2-TZVPD RIJCOSX def2/J DEFGRID3
* xyz 0 1
C 1.129 -2.181 0.126
C 0.147 -1.285 -0.564
C -0.553 -1.905 -1.737
N -0.030 -0.083 -0.134
C -0.069 0.888 -1.159
C -1.201 1.466 -1.621
C -2.523 1.053 -1.018
C -3.651 2.082 -1.078
C -5.050 1.479 -0.874
C -5.314 0.210 -1.656
O -4.789 0.327 -2.985
C -4.165 -0.752 -3.465
O -4.469 -1.900 -3.254
C -1.070 2.445 -2.726
O -1.995 2.804 -3.439
C 0.289 2.982 -3.011
C 1.406 2.411 -2.560
C 1.290 1.211 -1.702
O 2.266 0.531 -1.447
H 0.640 -3.063 0.538
H 1.688 -1.636 0.871
H 1.788 -2.532 -0.664
H -0.921 -1.180 -2.455
H -1.390 -2.501 -1.385
H 0.141 -2.551 -2.267
H -2.320 0.856 0.032
H -2.797 0.089 -1.442
H -3.491 2.774 -0.252
H -3.664 2.672 -1.982
H -5.284 1.344 0.178
H -5.763 2.225 -1.227
H -4.854 -0.633 -1.146
H -6.376 -0.016 -1.682
H -3.303 -0.507 -4.095
H 0.348 3.851 -3.649
H 2.385 2.790 -2.809
C -1.316 0.746 4.024
Cl -1.845 2.431 3.940
Cl -2.668 -0.267 4.557
Cl -0.768 0.227 2.424
Cl 0.011 0.606 5.184
C 2.069 -3.905 4.382
Cl 1.643 -5.425 3.584
Cl 1.695 -4.021 6.105
Cl 3.795 -3.599 4.177
Cl 1.144 -2.585 3.664
C 4.227 5.700 -2.631
Cl 2.524 5.877 -2.199
Cl 5.233 6.236 -1.284
Cl 4.579 4.001 -2.984
Cl 4.577 6.678 -4.058
C 7.406 -5.244 5.804
Cl 8.697 -4.882 6.953
Cl 7.654 -6.855 5.126
Cl 5.847 -5.183 6.627
Cl 7.429 -4.048 4.500
*
```

**SMILES**: CC(C)=NC1=C(CCCCOC=O)C(=O)C=CC1=O.ClC(Cl)(Cl)Cl.ClC(Cl)(Cl)Cl.ClC(Cl)(Cl)Cl.ClC(Cl)(Cl)Cl
**Strongest force on any atom**: 2.2 eV Å⁻¹
**HOMO-LUMO gap**: 7.8 eV
**Electronic energy**: -8414.76488 Ha

Entry 4:
Here is C20H15O9RhS5Sb as an isolated structure from the OMol25 dataset. Energies are from ωB97M-V/def2-TZVPD.

```
! wB97M-V def2-TZVPD RIJCOSX def2/J DEFGRID3
* xyz -2 2
Rh -0.506 1.157 -1.944
S -1.882 5.542 -4.512
Sb -0.592 3.819 -3.723
S -0.773 3.377 -1.395
S -1.470 1.620 -3.955
O 3.588 2.355 -2.252
S 2.527 1.401 -2.041
O 1.372 1.625 -2.960
O 2.083 1.222 -0.677
C 3.232 -0.188 -2.551
C 4.550 -0.126 -2.989
C 5.238 -1.265 -3.381
C 4.604 -2.493 -3.338
C 3.290 -2.568 -2.901
C 2.590 -1.435 -2.504
S 0.899 -1.748 -1.940
O 0.645 -3.130 -2.268
O 0.065 -0.820 -2.727
O 0.897 -1.457 -0.513
H 5.026 0.843 -3.016
H 6.264 -1.183 -3.720
H 5.122 -3.394 -3.643
H 2.772 -3.515 -2.864
O -0.291 0.647 0.485
C -1.514 0.138 0.982
C -2.536 -0.069 -0.175
O -3.608 -0.606 0.077
O -2.240 0.400 -1.330
C -1.233 -1.117 1.822
C -2.078 -2.219 1.908
C -1.750 -3.295 2.725
C -0.583 -3.289 3.472
C 0.263 -2.192 3.392
C -0.060 -1.120 2.576
C -2.108 1.220 1.886
C -3.220 0.951 2.680
C -3.765 1.939 3.484
C -3.207 3.212 3.505
C -2.103 3.483 2.713
C -1.554 2.492 1.907
H 0.262 -0.107 0.178
H -2.981 -2.231 1.317
H -2.415 -4.149 2.765
H -0.329 -4.133 4.102
H 1.187 -2.172 3.957
H 0.611 -0.273 2.510
H -3.667 -0.033 2.653
H -4.632 1.714 4.094
H -3.636 3.987 4.130
H -1.663 4.473 2.707
H -0.691 2.706 1.292
*
```

**Strongest force on any atom**: 0.8 eV Å⁻¹
**HOMO-LUMO gap (alpha / beta)**: 6.9 / 6.0 eV
**ΔE to the lowest compared entry with this formula, charge and spin**: 52.6 kJ/mol
**Electronic energy**: -3790.25845 Ha

Entry 5:
Here is a single C6H7ClN2O2S molecule in a non-equilibrium geometry from the OMol25 dataset. Energies are from ωB97M-V/def2-TZVPD.

```
! wB97M-V def2-TZVPD RIJCOSX def2/J DEFGRID3
* xyz 0 1
C 0.818 3.966 -0.409
C 1.976 1.886 -0.532
C 0.778 -0.313 0.193
C -1.085 -1.285 0.620
C -2.509 -1.228 0.891
C -0.321 -2.434 0.724
H 1.281 4.341 -1.416
H -0.213 4.303 -0.344
H 1.466 4.529 0.385
H 2.794 0.086 -0.210
H -2.873 -2.113 1.528
H -2.688 -0.351 1.632
H -0.646 -3.499 0.810
N 1.767 0.502 -0.278
N -0.462 -0.142 0.225
O 0.806 2.517 -0.350
O 3.088 2.355 -0.775
S 1.397 -1.985 0.569
Cl -3.512 -1.211 -0.650
*
```

**SMILES**: COC(=O)Nc1nc(CCl)cs1
**Strongest force on any atom**: 5.3 eV Å⁻¹
**HOMO-LUMO gap**: 9.2 eV
**ΔE to the lowest compared entry with this formula, charge and spin**: 0.0 kJ/mol
**Electronic energy**: -1351.18336 Ha

Entry 6:
Here is a single C9H10BrNO3 molecule in a non-equilibrium geometry from the OMol25 dataset. Energies are from ωB97M-V/def2-TZVPD.

```
! wB97M-V def2-TZVPD RIJCOSX def2/J DEFGRID3
* xyz 0 1
C 2.086 0.107 -1.799
C 1.786 -0.923 -0.999
C 1.662 1.435 -1.408
C 1.332 -0.698 0.423
C 1.447 1.752 -0.136
C 1.294 0.771 0.871
C -3.388 -1.523 -0.231
C 0.883 0.975 2.146
C -2.110 -1.626 0.472
N -1.020 -1.034 0.077
O -0.898 -0.251 -0.857
O 0.152 -1.452 0.729
O 0.850 2.262 2.733
Br -2.005 -2.858 1.824
H 2.406 -0.027 -2.731
H 1.873 -1.855 -1.259
H 1.595 2.230 -2.139
H 1.973 -1.472 0.941
H 1.127 2.658 0.132
H -3.535 -0.354 -0.381
H -3.545 -2.067 -1.180
H -4.120 -1.982 0.317
H 0.572 0.102 2.890
H 1.471 2.179 3.454
*
```

**SMILES**: C/C(Br)=[N+](\[O-])O[C@H]1C=CC=C/C1=C\O
**Strongest force on any atom**: 5.9 eV Å⁻¹
**HOMO-LUMO gap**: 8.2 eV
**ΔE to the lowest compared entry with this formula, charge and spin**: 291.6 kJ/mol
**Electronic energy**: -3203.19260 Ha